The following is a DFT calculation (the ωB97M-V functional and the def2-TZVPD basis) of an isolated molecule of C9H14N4O3 at a distorted geometry.

The geometry in XYZ format:
```
30
Properties=species:S:1:pos:R:3:forces:R:3:mulliken_charge:R:1
C -0.942559 -2.097356 0.393017 -1.1 -1.0 -1.9 0.47
C -0.006257 -1.427377 -0.629385 1.0 2.9 -2.7 0.11
C -2.307013 -2.537108 -0.267066 0.7 -0.9 2.0 -1.29
C 1.862489 0.343751 -0.580798 1.9 -0.4 -1.3 0.31
C 3.282796 -0.004637 -0.100626 3.7 -1.2 1.4 0.16
C 1.503466 1.782181 -0.142018 1.9 0.1 -0.5 -0.87
C 0.059843 1.926482 -0.066985 1.9 -0.1 -3.8 0.87
C -0.750458 1.813890 -1.165911 -1.3 0.2 1.6 -0.71
C -1.760911 2.596455 0.629571 -3.3 1.0 -2.7 -0.56
H -1.851577 -0.672818 1.624634 1.4 -1.0 -0.5 0.20
H -1.341306 -2.018035 2.399879 0.5 0.5 -1.0 0.28
H -0.464860 -3.032254 0.618874 0.6 -0.5 0.2 0.30
H -2.307371 -2.486706 -1.309885 -0.1 0.9 -1.7 0.39
H -3.170898 -2.088167 0.257853 0.5 0.0 -0.6 0.31
H -2.362636 -3.624350 -0.131887 -0.3 0.1 0.4 0.30
H 0.887746 -0.613074 0.931063 -0.1 0.2 0.9 0.36
H 2.039307 0.193024 -1.686185 -1.0 0.4 1.0 0.26
H 1.983147 2.075637 0.798278 -0.2 -0.4 0.1 0.42
H 1.941971 2.476635 -0.878585 -0.2 -0.2 0.1 0.36
H -0.653630 1.474961 -2.147904 0.4 -0.7 -1.1 0.51
H -2.340911 3.335065 1.076428 -1.7 0.5 1.0 0.45
H -2.865329 2.021542 -1.257190 1.9 0.9 1.6 0.28
H 4.469821 -0.432914 1.239945 -0.2 0.0 0.1 0.33
N -1.069932 -1.391159 1.613012 -1.5 1.3 2.3 -0.61
N 0.910951 -0.566167 -0.063789 -0.7 -2.1 1.2 -0.04
N -0.550405 2.505243 0.912934 2.0 0.2 4.0 -0.64
N -1.967902 2.261954 -0.717207 -1.7 -1.0 -0.7 -0.12
O -0.084697 -1.435156 -1.877395 -0.5 -1.1 2.2 -0.71
O 4.336739 -0.153756 -0.720878 -2.4 0.8 -1.2 -0.64
O 3.520383 -0.225789 1.248197 -1.9 0.5 -0.3 -0.48
```
Forces are in eV/Å.

Its largest force on an atom is 4.5 eV/Å. As for the LUMO energy: 0.619 eV. As for the orbital gap: 9.34 eV. For the HOMO energy, the calculation gives -8.72 eV.

The following is a DFT calculation (the ωB97M-V functional and the def2-TZVPD basis) of a structure of composition C25H49B3O9 at a distorted geometry.

The geometry in XYZ format:
```
86
Properties=species:S:1:pos:R:3:forces:R:3:mulliken_charge:R:1
C -1.034321 2.094424 1.222045 -0.4 0.5 0.1 -0.47
C -1.389825 3.614739 1.278792 0.5 -0.7 -1.3 -1.01
C -1.270258 4.226745 -0.153238 -0.9 0.5 1.1 1.04
C -2.646204 4.272728 -0.904674 1.3 -0.5 -0.3 -0.79
B -2.574051 3.482193 -2.267167 -1.7 -0.9 0.3 0.59
O -3.380284 3.880174 -3.350984 1.2 0.9 0.4 -0.62
B -2.479518 4.411209 -4.273008 -0.9 -0.6 -0.5 0.86
O -1.382811 3.642416 -4.632329 -0.1 0.7 1.1 -0.51
B -0.899491 2.824476 -3.599174 0.8 -1.2 -0.8 0.17
C 0.605328 2.329987 -3.695808 -0.9 0.0 1.1 -1.07
C 1.160645 1.787086 -2.347170 1.0 -0.5 -0.9 0.73
C 2.587418 2.318818 -2.027023 -1.0 0.0 1.0 -1.45
C 2.524317 3.617101 -1.232724 0.5 -0.7 -0.6 1.04
C 3.128422 3.660258 0.009598 0.3 -0.6 0.4 -0.56
C 3.087872 4.781237 0.803189 0.2 0.3 0.7 -0.60
C 2.442552 5.912945 0.356814 0.0 0.2 0.1 -0.58
C 1.876577 5.877903 -0.896967 -0.7 1.3 -0.3 -0.66
C 1.898615 4.760547 -1.692168 0.0 -0.3 -0.4 -0.09
O -1.713548 2.410111 -2.544200 0.5 1.6 -0.1 -0.29
H -1.003552 1.737797 0.186879 0.0 0.1 0.1 -0.20
H -1.807504 1.505486 1.724390 0.4 -0.1 0.1 0.33
H -0.049579 1.928045 1.666727 -0.2 -0.2 0.0 0.29
H -0.672246 4.131048 1.920668 -0.4 0.0 0.2 0.36
H -2.423408 3.734495 1.613079 0.3 0.2 0.3 0.38
H -0.951182 5.266092 -0.027199 0.3 -0.2 -0.3 0.34
H -0.514119 3.656479 -0.691840 0.0 0.3 -0.1 -0.81
H -3.436062 3.905065 -0.241150 -0.1 0.1 -0.3 0.36
H -2.847250 5.316794 -1.170741 -0.4 -0.2 0.1 0.11
H -2.688254 5.511117 -4.666038 0.2 -0.1 -0.4 -0.14
H 1.226634 3.162293 -4.036312 -0.1 -0.3 -0.4 0.39
H 0.591389 1.505745 -4.421103 0.3 0.4 -0.2 0.38
H 1.269419 0.700453 -2.468806 -0.1 0.1 0.2 0.40
H 0.500373 1.929220 -1.489991 0.0 0.2 -0.2 -0.45
H 3.026022 1.580250 -1.345772 0.3 0.1 -0.3 0.35
H 3.203333 2.403045 -2.926595 -0.1 0.0 0.1 0.35
H 3.653550 2.786956 0.391654 -0.1 0.0 -0.2 0.34
H 3.569333 4.780301 1.777258 -0.1 -0.1 -0.1 0.39
H 2.369028 6.814950 0.954694 0.1 -0.1 0.0 0.40
H 1.373954 6.776131 -1.253297 0.1 -0.1 0.0 0.40
H 1.439995 4.776189 -2.675712 0.0 0.1 0.1 0.28
C -2.428102 -2.932801 3.043201 0.1 0.1 -0.1 -0.92
O -2.320687 -2.643888 1.665553 -0.3 -0.1 0.1 -0.10
C -2.182919 -3.794378 0.847048 0.1 0.2 0.0 -0.36
C -3.037904 -3.709869 -0.403009 0.0 0.1 -0.2 -0.32
O -4.440618 -3.806069 -0.199352 0.0 0.0 0.0 -0.48
C -5.117531 -2.742434 0.458997 -0.1 -0.1 0.1 -0.32
C -5.190680 -1.440391 -0.314737 0.1 0.1 0.2 -0.60
O -3.924716 -0.809213 -0.385706 0.1 -0.2 -0.2 -0.16
C -3.615792 -0.261677 -1.650127 0.0 0.1 0.2 -0.76
H -1.445493 -3.161526 3.469970 -0.1 -0.1 0.1 0.24
H -2.831121 -2.049793 3.539080 0.1 0.0 0.0 0.25
H -3.114403 -3.766481 3.225238 0.1 0.0 0.0 0.41
H -2.440718 -4.703993 1.399675 0.0 0.0 0.0 0.45
H -1.129455 -3.861061 0.545178 0.0 -0.2 -0.1 0.06
H -2.781055 -4.570363 -1.026566 -0.1 -0.1 0.1 0.41
H -2.788167 -2.824794 -0.991023 0.0 0.1 0.2 0.05
H -4.721305 -2.589312 1.463510 0.2 0.2 -0.1 0.06
H -6.142321 -3.103487 0.583623 0.0 0.0 -0.1 0.43
H -5.872643 -0.761591 0.212981 -0.2 -0.1 -0.1 0.38
H -5.593691 -1.638224 -1.313431 0.0 0.0 0.0 0.36
H -3.881294 -0.947178 -2.462155 -0.1 0.0 0.0 0.44
H -2.539792 -0.094374 -1.687073 0.0 0.1 0.1 0.10
H -4.128216 0.697055 -1.787561 0.0 0.0 -0.2 0.34
C 6.071370 -4.441187 2.423565 0.0 0.1 -0.2 -0.83
O 4.996614 -4.357776 1.512742 -0.1 0.0 0.3 -0.26
C 4.255164 -5.560445 1.387387 0.1 0.2 -0.2 -0.59
C 2.760958 -5.304885 1.360500 -0.1 0.0 -0.2 -0.17
O 2.192364 -4.867270 2.585998 0.0 0.0 0.0 -0.47
C 2.518575 -3.568462 3.064995 0.0 -0.1 0.2 -0.41
C 1.968194 -2.417481 2.246697 0.3 0.1 0.0 -0.15
O 2.628576 -2.297946 0.996241 -0.2 -0.3 -0.1 -0.37
C 1.754829 -2.034193 -0.079483 0.2 0.1 0.0 -0.30
H 6.923672 -4.959705 1.971898 0.0 -0.1 0.1 0.31
H 6.372135 -3.425315 2.679114 0.0 0.0 -0.1 0.23
H 5.775017 -4.949186 3.347522 0.0 -0.1 0.0 0.38
H 4.487724 -6.253437 2.203089 0.0 0.0 0.0 0.35
H 4.546044 -6.031797 0.440083 -0.1 -0.2 0.0 0.38
H 2.274203 -6.259465 1.143386 0.0 0.0 0.1 0.42
H 2.490892 -4.634856 0.542396 0.2 0.1 0.0 0.03
H 3.592625 -3.469326 3.224676 0.0 0.1 -0.2 0.12
H 2.053705 -3.513905 4.053609 -0.1 0.0 -0.1 0.46
H 2.137805 -1.486305 2.801701 -0.2 0.0 0.2 0.41
H 0.889724 -2.556265 2.113210 0.0 0.0 -0.1 -0.02
H 0.858743 -2.662058 -0.029767 -0.1 0.1 0.0 -0.07
H 2.279063 -2.269738 -1.006025 0.1 0.1 0.0 0.28
H 1.469318 -0.976203 -0.091442 -0.2 0.0 -0.1 0.30
```
Forces are in eV/Å.

Its largest force on an atom is 1.9 eV/Å. As for the LUMO energy: 0.527 eV. As for the orbital gap: 9.64 eV. For the HOMO energy, the calculation gives -9.12 eV.

The following is a DFT calculation (the ωB97M-V functional and the def2-TZVPD basis) of a cluster of 2 separate species, C3H3NS2 in total at a distorted geometry.

The geometry in XYZ format:
```
9
Properties=species:S:1:pos:R:3:forces:R:3:mulliken_charge:R:1
C -0.325132 -0.308389 2.324087 -2.8 2.3 1.8 0.11
C 0.675480 0.153474 -0.673711 2.4 3.9 1.9 0.22
C -0.271725 -0.186657 -1.605139 -3.3 -1.6 -0.9 -0.42
N 0.562253 -1.009557 2.258275 1.3 -1.2 -0.5 -0.35
S 2.158867 0.596248 -0.198332 -0.4 -2.0 -0.2 -0.18
S -0.537992 1.570273 -0.769527 -0.5 -1.9 -1.0 -0.14
H -1.216841 -0.840814 -1.431595 2.0 1.1 0.2 0.23
H -1.146003 0.367694 2.710818 1.4 -1.2 -1.2 0.26
H 0.101092 -0.342271 -2.614876 -0.1 0.6 -0.2 0.27
```
Forces are in eV/Å.

Its largest force on an atom is 4.9 eV/Å. As for the LUMO energy: -0.917 eV. As for the orbital gap: 7.50 eV. For the HOMO energy, the calculation gives -8.42 eV.

The following is a DFT calculation (the ωB97M-V functional and the def2-TZVPD basis) of a structure of composition C14H29N2O7P2Ta.

The geometry in XYZ format:
```
55
Properties=species:S:1:pos:R:3:forces:R:3:mulliken_charge:R:1
Ta 0.448590 -0.228799 -0.377450 -0.6 0.3 -0.2 2.45
C -1.923677 -0.966380 -0.042236 0.0 0.0 0.0 0.06
C -1.463854 -0.635866 1.262635 0.0 0.0 0.2 1.26
C -0.345072 -1.463519 1.559490 0.3 0.3 0.0 0.26
C -0.117114 -2.317990 0.431616 0.0 -0.2 -0.1 0.89
C -1.153973 -2.051188 -0.525207 0.2 -0.1 -0.1 0.69
C -1.473642 -2.825961 -1.756821 -0.1 0.0 0.0 -1.52
C 0.890345 -3.430865 0.362485 0.0 0.0 0.1 -1.49
C 0.400606 -1.550110 2.855861 0.0 0.0 0.0 -1.63
C -2.241780 0.189306 2.238512 0.0 0.0 0.0 -1.92
C -3.107491 -0.383829 -0.743128 0.0 0.0 0.0 -1.39
H -1.607114 -2.184539 -2.628137 0.0 0.0 0.0 0.36
H -2.423132 -3.341349 -1.591240 0.0 0.0 0.0 0.38
H -0.722091 -3.575217 -1.979927 0.0 0.0 0.0 0.38
H 1.123128 -3.697468 -0.665241 0.0 0.0 0.0 0.39
H 0.481920 -4.312502 0.861072 0.0 0.0 0.0 0.41
H 1.823683 -3.178828 0.866157 0.0 0.0 0.0 0.33
H 1.476896 -1.661441 2.714340 0.0 0.0 0.0 0.34
H 0.069972 -2.437438 3.400351 0.0 0.0 0.0 0.41
H 0.214916 -0.691035 3.495762 0.0 0.0 0.0 0.39
H -3.087190 -0.416085 2.575729 0.0 0.0 0.0 0.40
H -2.660463 1.091113 1.796441 0.0 0.0 0.0 0.48
H -1.669026 0.457615 3.122325 0.0 0.0 0.0 0.48
H -2.954638 -0.336836 -1.822761 0.0 0.0 0.0 0.39
H -3.361611 0.609351 -0.372665 0.0 0.0 0.0 0.38
H -3.982947 -1.016545 -0.578098 0.0 0.0 0.0 0.41
O 2.479475 1.799473 -1.864539 0.0 0.1 0.1 -0.49
P 3.089325 0.325024 -2.100198 0.0 -0.3 0.0 0.70
O 4.524861 0.223801 -2.066232 0.0 0.0 -0.1 -0.65
O 2.270122 -0.430331 -0.941431 0.3 -0.1 0.2 -0.65
O 2.345867 -0.158549 -3.415484 0.0 0.0 0.0 -0.25
P 0.926633 -0.922389 -3.539124 -0.1 0.1 0.0 0.75
O 1.271985 -2.371980 -3.004163 0.0 -0.1 -0.1 -0.39
O 0.277474 -0.781297 -4.818353 0.1 0.0 -0.1 -0.67
O 0.128745 -0.315664 -2.298562 -0.1 -0.2 0.1 -0.52
H 3.033830 2.495361 -2.254205 0.0 0.0 0.0 0.34
H 1.498437 -2.998782 -3.709579 0.0 0.0 0.0 0.36
N -0.517205 1.742006 -0.890798 0.0 0.0 0.1 -1.01
C -1.003561 2.954458 -0.135160 0.0 -0.1 0.0 -0.64
C 0.005644 3.542828 0.834983 0.0 0.0 0.0 -0.99
C 0.141488 2.745717 2.139864 -0.1 0.0 0.0 0.21
C 1.384479 1.893711 2.272753 0.0 0.0 0.0 -1.10
N 1.667685 1.070770 1.047570 -0.1 0.0 0.1 -0.93
H 0.194060 2.078518 -1.549261 0.0 0.0 0.0 0.37
H -1.280945 1.449817 -1.504688 0.0 0.0 0.0 0.42
H -1.916669 2.670182 0.384932 0.0 0.0 0.0 0.29
H -1.275081 3.686728 -0.895775 0.0 0.0 0.0 0.57
H -0.348607 4.548341 1.062081 0.0 0.0 0.0 0.41
H 0.968738 3.697304 0.334242 0.0 0.0 0.0 0.35
H -0.737647 2.114112 2.252856 0.0 0.0 0.0 -0.34
H 0.128357 3.422685 2.994082 0.0 0.0 0.0 0.52
H 1.301428 1.212933 3.116824 0.0 0.0 0.0 0.45
H 2.267065 2.512332 2.442623 0.0 0.0 0.0 0.46
H 2.443819 0.447853 1.282537 0.0 0.0 0.0 0.45
H 2.094947 1.701468 0.362319 0.0 0.0 0.0 0.38
```
Forces are in eV/Å.

Its largest force on an atom is 0.7 eV/Å. As for the LUMO energy: -8.212 eV. As for the orbital gap: 8.08 eV. Its net charge is +2. For the HOMO energy, the calculation gives -16.29 eV.